ORCA calculation (wB97M-V/def2-TZVPD) on 2 unconnected molecules or ions with the total composition C7H17N3S.

Last column: natural (NBO) charge in e.
Atoms and positions in Å:
C -3.134 1.619 -1.791  0.360
C -0.593 0.356 -0.691  0.352
C 1.267 -1.817 2.085  -0.628
C 2.295 -1.736 -0.921  -0.626
C -1.373 3.690 1.055  -0.797
C 0.593 -2.395 0.854  -0.405
C 0.842 -1.628 -0.462  -0.051
N -0.975 1.585 -0.439  -0.671
N -3.386 1.941 -2.981  -0.668
N 0.518 -0.215 -0.319  -0.448
S -0.251 2.963 -0.144  0.915
H -3.907 1.232 -1.132  0.215
H -1.324 -0.277 -1.188  0.223
H 1.114 -2.498 2.921  0.257
H 2.344 -1.710 1.952  0.219
H 0.850 -0.849 2.365  0.190
H 2.982 -1.336 -0.181  0.223
H 2.441 -1.211 -1.863  0.228
H 2.544 -2.784 -1.078  0.258
H -0.775 4.280 1.748  0.291
H -1.917 2.914 1.584  0.271
H -2.066 4.362 0.550  0.270
H -0.485 -2.448 1.027  0.210
H 0.944 -3.417 0.698  0.244
H 0.183 -2.046 -1.229  0.219
H -4.314 1.866 -3.421  0.464
H -2.669 2.316 -3.604  0.453
H 1.228 0.320 0.178  0.432

Computed properties:
HOMO level (alpha / beta) = -17.3 / -16.8 eV
Total energy = -22819.9241 eV
Total charge = +2
Relative energy (zero: lowest compared OMol25 entry of this formula, charge and spin) = 32.9 kJ/mol